78
Properties=species:S:1:pos:R:3 method="wB97M-V/def2-TZVPD" e_lumo_ha=0.1480 de_lowest_kj_mol=34.1 charge=-2 e_homo_ev=-2.44 energy_ev=-209463.278
As 0.775 -2.279 -2.297
As 2.363 -2.783 0.582
K -0.929 -1.069 1.886
S 1.602 -1.033 3.993
S -2.989 -2.465 0.030
O -1.501 -2.308 -0.183
O -3.258 -2.161 1.464
O -3.408 -3.818 -0.343
O -0.280 3.649 -5.542
O -3.674 -1.442 -0.807
N -2.408 3.069 -6.014
N -2.310 1.247 1.963
N -0.197 1.384 3.665
N -0.373 1.433 -1.988
N 2.111 0.457 6.108
N 0.644 1.461 4.735
C 1.366 0.373 4.938
C 2.816 -4.113 -3.418
C 0.857 4.291 3.998
C -0.587 -3.609 -2.728
C 4.156 -4.501 -1.039
C -2.260 0.227 -2.864
C -1.297 0.472 -1.886
C 3.027 -3.682 -1.054
C 1.013 -1.576 -4.126
C -1.315 2.040 -4.111
C 4.619 -5.111 -2.197
C -1.260 2.982 -5.260
C 0.092 6.306 5.071
C 0.956 -4.080 1.013
C -2.264 1.024 -3.992
C 3.684 -3.463 1.872
C 3.944 -4.920 -3.393
C -1.211 5.835 5.011
C -2.980 3.429 0.409
C -3.552 2.195 0.161
C 1.124 5.530 4.559
C -3.184 1.121 0.967
C -0.391 2.188 -3.080
C 2.350 -3.482 -2.267
C -2.066 3.559 1.444
C -1.477 4.599 4.438
C -0.449 3.809 3.928
C -0.749 2.488 3.306
C -1.748 2.434 2.203
H 0.948 -2.355 -4.889
H -2.495 4.232 4.384
H -2.988 0.838 -4.778
H 0.358 2.969 -3.156
H -4.253 2.043 -0.650
H 2.207 1.399 6.458
H -1.517 -3.079 -2.933
H 0.731 -3.983 2.078
H 2.290 -3.971 -4.356
H 4.671 -3.055 1.654
H 3.374 -3.096 2.851
H 4.692 -4.666 -0.113
H -3.283 2.797 -5.601
H 0.218 -0.850 -4.297
H 1.661 3.678 3.612
H -0.780 -4.222 -1.851
H 1.283 -5.099 0.805
H -2.024 6.431 5.410
H 5.504 -5.736 -2.161
H -2.429 3.835 -6.666
H -1.588 4.508 1.649
H 1.972 -1.063 -4.205
H 0.046 -3.837 0.457
H 2.145 5.891 4.601
H -1.296 -0.159 -1.001
H 0.304 7.273 5.513
H 4.291 -5.399 -4.302
H -2.979 -0.560 -2.666
H -3.595 0.129 0.792
H -3.229 4.287 -0.205
H 3.729 -4.554 1.890
H 2.939 -0.115 6.110
H -0.291 -4.217 -3.587